{"formula": "C4H7NO", "method": "ωB97M-V/def2-TZVPD", "orbital_gap_ev": [8.55, 8.13], "de_lowest_kcal_mol": 117.4, "homo_ev": [-8.96, -8.47], "lumo_ha": [-0.01495, -0.01255], "symbols": ["O", "N", "C", "C", "C", "C", "H", "H", "H", "H", "H", "H", "H"], "xyz": [[2.518901, -1.611946, -0.401508], [0.958490, -0.203364, 0.470399], [1.828228, -0.624160, -0.494482], [-0.092541, 0.668209, 0.101285], [-1.087981, 0.948455, 1.044806], [-1.110651, -0.404813, -1.049604], [-0.898084, -1.479375, -0.847041], [1.841375, 0.069617, -1.354943], [0.827163, -0.840329, 1.246870], [0.249750, 1.484690, -0.531866], [-1.232570, 0.408728, 1.979966], [-1.597514, 1.910611, 0.984468], [-2.204562, -0.326324, -1.148351]], "forces_ev_per_angstrom": [[-0.05, 0.26, -0.10], [0.39, -0.05, 0.14], [0.24, -0.15, 0.16], [-0.67, -1.37, -1.92], [-0.64, 0.30, 0.50], [0.31, 0.52, 1.56], [0.16, 0.67, 0.33], [0.08, -0.20, -0.03], [-0.09, 0.09, -0.12], [-0.08, -0.11, 0.16], [0.18, -0.17, -0.44], [-0.15, -0.48, -0.23], [0.32, 0.70, 0.00]]}

---

{"formula": "C5H10O2", "method": "ωB97M-V/def2-TZVPD", "charge": 1, "s2": 0.771, "orbital_gap_ev": [9.90, 7.73], "de_lowest_kcal_mol": 34.9, "homo_ev": [-14.44, -15.19], "lumo_ha": [-0.16665, -0.27418], "multiplicity": 2, "symbols": ["O", "O", "C", "C", "C", "C", "C", "H", "H", "H", "H", "H", "H", "H", "H", "H", "H"], "xyz": [[-2.066475, -1.850846, 1.484522], [-0.607573, -1.002382, -0.859730], [0.981540, 0.384974, 0.359111], [-0.474550, 1.315117, -1.447744], [0.352704, 2.167076, -2.158076], [1.515053, -0.548160, 1.432077], [-0.003795, 0.203084, -0.594774], [1.691256, 1.149865, -0.117448], [-1.606926, 1.304524, -1.475658], [1.424690, -1.591490, 1.083609], [0.757326, -0.435852, 2.243975], [-0.969522, -1.266399, 0.019946], [-0.245795, 3.002331, -2.515829], [1.509065, 2.131140, -2.394721], [-2.296375, -2.410244, 0.739396], [-2.493191, -2.152052, 2.267482], [2.532569, -0.400685, 1.933860]], "forces_ev_per_angstrom": [[1.15, 0.92, -1.45], [0.06, 2.26, 1.82], [3.58, 0.15, -0.75], [1.36, -0.73, 0.08], [-0.33, -0.34, 0.77], [-0.81, 0.40, 0.67], [-1.59, -1.15, -2.06], [-1.02, -0.46, 1.38], [1.47, 0.51, -0.29], [0.00, 0.31, 0.10], [0.44, -0.39, -0.18], [0.30, -0.68, -0.12], [0.67, 0.05, -0.70], [-2.67, -0.15, 0.91], [-0.60, -0.52, 0.39], [-0.59, -0.55, 0.79], [-1.42, 0.36, -1.36]]}

---

{"formula": "C12H36O6", "method": "ωB97M-V/def2-TZVPD", "orbital_gap_ev": 9.13, "de_lowest_kcal_mol": 239.3, "homo_ev": -8.87, "lumo_ha": 0.00937, "symbols": ["O", "O", "O", "O", "O", "O", "C", "C", "C", "C", "C", "C", "C", "C", "C", "C", "C", "C", "H", "H", "H", "H", "H", "H", "H", "H", "H", "H", "H", "H", "H", "H", "H", "H", "H", "H", "H", "H", "H", "H", "H", "H", "H", "H", "H", "H", "H", "H", "H", "H", "H", "H", "H", "H"], "xyz": [[1.785082, 2.901749, -0.032959], [0.987472, -1.235011, 0.149691], [-0.714408, -2.065331, -0.287069], [-4.068158, 2.243169, 1.626511], [5.025862, -3.071161, -0.396899], [-0.218738, 0.702129, -2.174299], [-0.406358, -2.370041, -1.595709], [1.698782, 3.465789, 1.257441], [0.504522, 0.034169, 0.282361], [-2.150498, 1.998459, 3.031511], [0.969012, 2.486219, 2.159471], [2.729012, -3.074931, -0.850069], [-2.294508, 1.734749, -2.223159], [-1.667318, -3.115551, -2.163329], [-0.538538, 0.122329, 1.418741], [-1.584888, 0.453869, -2.045889], [3.894982, -3.907681, -0.410149], [-2.702968, 2.372249, 1.644671], [-1.785698, -2.910151, -3.227229], [-0.647488, 1.206859, 1.422491], [-1.063448, 1.921979, 3.007571], [5.250082, -2.976691, -1.325559], [-2.619348, -2.909651, -1.674099], [0.285432, -0.057921, -1.874739], [0.476012, -3.009341, -1.567269], [-2.512968, 3.433609, 1.484941], [-1.956018, 2.407539, -1.435209], [-0.044348, 0.161089, -0.650779], [-0.255468, -1.485451, -2.214449], [2.534462, 2.303809, 0.017111], [3.032552, -2.571291, -1.767839], [1.428312, 1.560139, 2.505191], [2.626482, -2.241941, -0.154579], [0.611092, 2.997949, 3.052851], [-4.364758, 2.877839, 0.970141], [3.843942, -4.517791, 0.491661], [-1.896018, -0.245701, -2.821709], [4.226192, -4.667631, -1.117889], [-3.381088, 1.668889, -2.278889], [0.111942, 2.063509, 1.635211], [-2.329978, 2.744459, 3.805701], [-2.170368, 1.875269, 0.833851], [1.789382, -3.627191, -0.835689], [1.928642, -1.230761, 0.338851], [1.277382, 0.802519, 0.302531], [2.627222, 3.739269, 1.758751], [-1.461998, -0.411901, 1.195321], [-0.214838, -0.377161, 2.331881], [-2.530768, 1.055809, 3.425091], [-1.944548, 2.164979, -3.161529], [1.132522, 4.385469, 1.404541], [-1.710898, -0.099421, -1.115239], [-0.013668, -1.511071, 0.064151], [-1.526268, -4.195101, -2.216009]], "forces_ev_per_angstrom": [[0.44, 1.07, -0.12], [12.02, 2.95, 2.06], [-7.18, -2.76, -1.32], [-1.72, -0.49, -0.41], [0.96, 0.78, 0.69], [1.04, 1.45, -2.10], [-2.13, -1.49, 0.07], [-0.34, -0.77, 2.14], [-2.13, 2.61, 0.74], [0.37, 0.07, 0.13], [-0.37, 0.31, 0.51], [0.42, -0.33, 0.94], [0.05, 1.02, 0.04], [1.03, -0.39, -1.12], [0.72, -0.43, -1.11], [-0.46, -1.69, -0.47], [0.99, -1.07, -0.90], [1.64, 1.24, 1.28], [-0.11, 0.45, -0.16], [-1.34, -2.10, 0.52], [-0.61, -0.07, 0.20], [0.35, 0.27, 0.09], [0.39, 0.28, 0.27], [0.10, 0.05, -1.19], [-0.34, 0.15, -0.99], [0.60, 0.31, 0.06], [-0.35, 0.27, 0.06], [0.32, 0.87, 2.46], [0.30, -0.39, -0.21], [0.17, 0.03, -0.31], [-0.63, -0.39, -0.45], [0.87, 0.17, -0.10], [0.83, -1.20, -0.20], [0.04, 0.06, 0.06], [-0.49, -0.19, -0.01], [-0.39, 0.78, 0.52], [-0.19, -0.16, -0.22], [-1.01, -0.46, -0.55], [0.08, -0.16, 0.27], [1.13, 2.02, 0.29], [-0.49, 0.24, -0.24], [-0.44, -0.40, -0.03], [0.36, 0.14, -0.36], [-0.11, 0.07, 0.54], [-0.19, -0.33, 0.28], [0.70, -0.21, -0.61], [0.01, 0.30, -0.49], [0.46, 0.71, 0.36], [-0.17, -0.11, -0.32], [-0.06, 0.09, -0.08], [-0.27, 0.13, -1.42], [-0.81, 0.32, 0.31], [-4.12, -3.45, -0.02], [0.05, -0.16, 0.63]]}

---

{"formula": "C24H60N8O10", "method": "ωB97M-V/def2-TZVPD", "orbital_gap_ev": 9.34, "homo_ev": -9.42, "lumo_ha": -0.00292, "smiles": "CC(N)=O.CC(N)=O.CC(N)=O.CC(N)=O.CC(N)=O.CC(N)=O.CC(N)=O.CC(N)=O.CCCCCC.OCCO", "symbols": ["O", "O", "O", "O", "O", "O", "O", "O", "O", "O", "N", "N", "N", "N", "N", "N", "N", "N", "C", "C", "C", "C", "C", "C", "C", "C", "C", "C", "C", "C", "C", "C", "C", "C", "C", "C", "C", "C", "C", "C", "C", "C", "H", "H", "H", "H", "H", "H", "H", "H", "H", "H", "H", "H", "H", "H", "H", "H", "H", "H", "H", "H", "H", "H", "H", "H", "H", "H", "H", "H", "H", "H", "H", "H", "H", "H", "H", "H", "H", "H", "H", "H", "H", "H", "H", "H", "H", "H", "H", "H", "H", "H", "H", "H", "H", "H", "H", "H", "H", "H", "H", "H"], "xyz": [[2.287956, 0.398081, 5.183209], [-3.707869, -4.036797, 0.126188], [0.153768, 4.489359, -4.960618], [-1.120155, 3.395393, 2.959390], [1.242855, -0.232978, -4.503428], [1.532117, -2.838171, -3.005367], [-0.691659, -0.022441, -0.667776], [-1.556649, 7.191381, -1.258829], [-1.226873, -1.309908, 4.292558], [-3.768953, 0.581099, -4.595840], [3.159284, -0.849727, 3.511966], [-0.518073, 0.799714, 4.227101], [0.450298, 0.023893, 1.248808], [-1.616171, -4.383401, -0.567369], [-2.437841, 4.477342, 1.489190], [0.147133, 5.947401, -0.493701], [-0.180477, 2.743686, -3.585976], [-2.027613, -0.457917, -3.608063], [2.338588, -1.912345, 5.592743], [-1.041832, 5.780224, 3.054671], [-0.081640, 2.148007, 0.159955], [-2.143067, -2.440921, 0.900835], [-1.442212, -0.142711, 3.964819], [-0.476854, 3.993876, -4.048559], [0.476061, 8.310881, -1.140026], [-1.753508, 4.564553, -3.485783], [1.491247, -0.324956, -3.106707], [-0.211885, 0.641332, 0.255526], [1.695200, -5.163680, -0.019666], [2.873220, -5.424567, -0.974321], [2.216438, -4.767578, 1.385775], [0.063856, -5.194840, 2.756033], [2.579082, -0.694963, 4.713983], [-2.665240, 0.237301, 3.147713], [2.594195, -6.463964, -2.034168], [-0.374409, 7.120737, -0.903982], [1.198881, -4.239712, 2.376710], [1.017463, -1.627376, -2.466648], [-1.535194, 4.456748, 2.496261], [-2.526441, -3.710769, 0.147473], [-1.716181, 0.475907, -5.837110], [-2.578108, 0.292347, -4.613952], [-2.538795, -0.284784, 2.204084], [-2.307844, 0.465771, -6.745942], [-0.765565, 2.261811, -2.920935], [0.958015, 2.393223, -0.075350], [2.577776, -0.312541, -2.934193], [-1.945376, -5.233429, -0.992739], [1.982833, -6.063423, -2.841906], [-0.594800, -4.816799, 3.537785], [2.749272, -5.641384, 1.777858], [3.151483, -2.019288, 6.309782], [0.477327, 2.100147, -3.999047], [-0.840404, -0.162285, -5.930588], [-0.604029, 1.752319, 3.900002], [-3.623856, 0.105795, 3.631942], [0.289177, 8.833666, -2.067064], [-2.395563, -2.549805, 1.952602], [-1.064223, -2.285126, 0.838517], [3.009917, -4.040641, 1.178407], [-0.683069, -4.039047, -0.677630], [-2.623188, 4.141754, -3.987814], [3.790724, -5.666087, -0.430498], [-0.640103, 2.450031, -0.722872], [0.561615, -0.968790, 1.134599], [2.025732, -7.281837, -1.571635], [-1.870145, 4.356515, -2.420244], [2.354087, -2.892641, 5.098495], [-2.626721, -1.577942, 0.454793], [-0.336146, 5.076935, -0.609724], [-0.322753, 2.640104, 1.100628], [1.333877, -1.878989, 6.005755], [-1.296355, 1.478798, -5.696166], [2.089655, -0.231650, -4.955266], [-2.968752, 5.297862, 1.258969], [3.578056, -0.075349, 3.025496], [0.561382, -6.084236, 3.147124], [-0.037978, 5.955784, 2.665509], [-0.069734, -1.637819, -2.492662], [-1.632469, 6.627659, 2.709621], [0.805182, -3.253225, -3.477238], [-0.587034, -5.355225, 1.896382], [-2.342795, -0.584800, -2.664907], [-2.485945, 1.287753, 2.893414], [3.333545, -1.754100, 3.109180], [1.035472, 5.921235, -0.023314], [-1.006619, 5.645523, 4.130848], [1.823176, -4.056215, 3.259516], [0.401848, 8.982502, -0.277551], [1.124566, -4.283997, -0.315882], [1.328818, -1.569720, -1.423866], [-2.698650, 3.590487, 1.092314], [-1.742119, 5.644622, -3.610135], [1.108099, -6.081647, 0.034870], [3.085021, -4.484410, -1.494252], [0.272512, 0.375949, 4.695153], [0.863363, 0.526105, 2.015145], [3.497263, -6.969084, -2.376100], [0.798430, -3.262147, 2.084113], [1.546155, 8.065113, -1.088476], [1.231706, 0.564810, -2.530644], [-1.213795, -0.973355, -3.901278]], "forces_ev_per_angstrom": [[0.24, 0.00, -0.62], [0.46, -0.31, 0.24], [0.07, 0.40, 0.32], [0.07, 0.33, -0.36], [-0.44, 0.27, 0.33], [0.01, 0.40, -0.24], [-0.29, 0.59, 0.51], [0.71, -0.34, 0.62], [-0.20, 0.13, 0.00], [0.90, 0.96, 0.10], [0.36, -0.39, -0.89], [-0.44, -0.43, -0.09], [-0.05, 0.22, -0.01], [0.48, -0.08, 0.03], [0.31, -0.01, 0.15], [1.16, -0.02, 0.70], [0.03, -0.82, 0.98], [1.41, 0.14, -0.83], [-0.06, -1.20, -1.00], [-0.20, -0.42, -0.66], [0.15, -0.35, -0.05], [1.07, -0.87, -0.31], [-0.31, -1.11, -0.12], [-0.33, -1.01, -0.99], [2.15, 0.27, 1.61], [0.20, 0.56, 0.44], [2.20, -0.77, 0.20], [0.83, -0.32, -1.41], [0.96, 0.08, 0.89], [0.03, 0.99, -0.31], [0.11, -0.73, -1.25], [0.45, 0.37, -0.11], [-0.31, 0.03, 1.65], [1.53, 1.28, -0.21], [-0.40, -0.96, 0.57], [-2.60, 0.03, -2.05], [0.33, 0.33, 0.70], [-0.65, 0.54, 0.20], [-0.08, -0.01, 0.45], [-2.20, 1.22, 0.20], [0.43, 0.99, 0.28], [-2.08, -2.04, -0.04], [-0.52, -0.33, 0.09], [-0.16, -0.01, 0.10], [-0.27, 0.30, -0.05], [0.10, -0.20, 0.11], [0.12, -0.19, -0.32], [0.24, 0.03, -0.22], [0.21, -0.09, -0.18], [0.25, 0.28, 0.10], [-0.14, 0.03, 0.27], [-0.27, 0.53, 0.38], [0.22, 0.55, -0.52], [-0.19, -0.29, 0.23], [0.21, -0.04, 0.30], [0.02, -0.31, 0.02], [-0.45, -0.12, -0.03], [-0.19, 0.01, -0.01], [-0.03, 0.12, 0.05], [-0.08, 0.26, 0.32], [0.12, -0.28, -0.04], [0.11, -0.06, -0.18], [-0.19, -0.17, 0.21], [-0.38, 0.27, 0.35], [0.00, -0.05, 0.46], [-0.12, 0.06, -0.14], [0.03, -0.05, 0.01], [0.11, 0.34, -0.51], [-0.19, -0.10, -0.02], [-0.45, 0.12, 0.14], [-0.27, 0.11, -0.17], [0.21, 0.43, 0.47], [-0.02, 0.06, -0.38], [-0.07, -0.07, -0.07], [0.16, 0.10, -0.20], [-0.24, 0.25, 0.17], [-0.49, -0.40, -0.30], [0.09, -0.18, 0.16], [-0.04, -0.17, 0.28], [-0.19, -0.02, 0.33], [0.21, -0.08, -0.16], [0.17, -0.54, -0.03], [-0.53, 0.18, -0.04], [-0.63, 0.09, 0.05], [-0.02, -0.13, 0.28], [0.11, -0.06, -0.29], [0.02, 0.38, 0.06], [-0.40, 0.21, 0.25], [-0.50, 0.23, -0.27], [-0.28, -0.29, -0.55], [-0.10, -0.01, 0.16], [-0.25, -0.01, 0.06], [-0.11, -0.02, -0.05], [-0.46, 0.30, 0.04], [0.17, 0.03, 0.13], [0.33, 0.95, 0.10], [-0.04, -0.19, 0.16], [0.05, 0.41, -0.45], [0.03, -0.04, -0.17], [-0.13, -0.17, -0.36], [-1.01, -0.12, -0.16], [0.12, 0.24, 0.40]]}